This record from OMol25 describes a 2-piece molecular cluster, C4H14N2O overall in a non-equilibrium geometry. The level of theory is the ωB97M-V functional and the def2-TZVPD basis.

Properties
HOMO energy = -9.119 eV
SMILES = CCCO.NCN
ΔE to the lowest compared entry with this formula, charge and spin = 1.267 eV
multiplicity = 1
lowest unoccupied orbital energy = 0.97 eV
HOMO-LUMO gap = 10.1 eV

```
21
C4H14N2O | OMol25 | the ωB97M-V functional and the def2-TZVPD basis
O -0.5021 0.4306 2.9040
N -1.0373 0.1833 -2.0315
N 0.6902 1.8021 -2.7736
C 0.9019 -2.0858 0.4890
C -0.5676 -0.4940 1.8150
C 0.7838 -1.1503 1.6994
C -0.1927 1.3364 -1.7071
H -1.3641 -1.2254 1.9945
H 0.1574 -2.8751 0.5004
H -1.3233 0.9318 2.8910
H -0.8489 0.0235 0.8924
H -1.4390 0.3391 -2.9513
H 0.4450 1.1182 -0.8548
H 1.0047 -1.7617 2.5760
H 1.3561 1.0928 -3.0470
H 1.8934 -2.5280 0.4338
H 0.2295 2.1332 -3.6090
H -0.8175 2.1911 -1.4522
H -0.3962 -0.5915 -2.1942
H 1.5332 -0.3595 1.6623
H 0.7605 -1.4943 -0.4211
```